1.
Molecular formula: C28H41GeIN8OTeW
Method: DFT, ωB97M-V with the def2-TZVPD basis set

The net charge is +2. Its multiplicity is 3. The calculation puts the energy above the lowest of the compared OMol25 structures with the same formula, charge and spin at 29.0 kcal/mol. As for the gap between HOMO and LUMO (alpha / beta): 5.86 / 5.79 eV. As for the highest occupied orbital energy (alpha / beta): -11.09 / -11.20 eV. As for the lowest unoccupied orbital energy (alpha / beta): -5.238 / -5.405 eV.

Positions of all 82 atoms, in Å:
W1 -0.45 -0.35 0.50
C1 -1.87 -0.15 5.88
N1 -0.94 -0.62 4.85
C2 0.47 -0.53 5.23
C3 -1.24 -0.77 3.55
N2 -0.33 -0.82 2.61
N3 -2.58 -0.92 3.24
C4 -3.22 -0.86 2.02
N4 -4.56 -1.04 2.10
N5 -2.60 -0.59 0.92
H1 -1.80 -0.80 6.75
H2 -2.90 -0.12 5.55
H3 -1.60 0.86 6.17
H4 0.52 -0.54 6.32
H5 0.92 0.40 4.87
H6 1.02 -1.39 4.86
H7 0.58 -0.56 2.97
H8 -3.17 -1.13 4.03
H9 -5.00 -1.37 2.94
H10 -5.11 -1.06 1.26
H11 -3.24 -0.56 0.13
C5 3.76 -1.21 -0.28
C6 4.37 0.05 -0.06
C7 3.63 1.09 0.38
C8 2.22 0.93 0.65
N6 1.62 -0.27 0.30
C9 2.42 -1.31 -0.11
C10 1.43 1.90 1.23
C11 1.87 3.09 1.88
C12 1.09 3.73 2.78
C13 -0.19 3.17 3.10
C14 -0.69 2.13 2.42
N7 -0.01 1.60 1.27
H12 4.33 -2.07 -0.61
H13 5.43 0.18 -0.25
H14 4.08 2.06 0.55
H15 1.89 -2.23 -0.31
H16 2.87 3.44 1.68
H17 1.44 4.62 3.29
H18 -0.78 3.58 3.91
H19 -1.68 1.72 2.59
C15 0.24 4.63 -0.70
Ge1 -0.13 2.87 -1.44
C16 -1.74 3.00 -2.55
C17 1.45 2.17 -2.36
C18 -0.77 1.69 0.02
H20 0.30 5.36 -1.51
H21 1.18 4.65 -0.15
H22 -0.56 4.94 -0.03
H23 -1.51 3.28 -3.58
H24 -2.38 3.78 -2.14
H25 -2.31 2.07 -2.57
H26 1.48 2.52 -3.39
H27 1.49 1.08 -2.36
H28 2.34 2.53 -1.86
H29 -1.79 2.01 0.26
C19 0.88 -1.92 -3.01
Te1 -0.93 -1.12 -2.22
C20 -0.84 0.14 -3.94
C21 -0.11 -0.71 -4.95
C22 -0.25 -0.49 -6.31
C23 0.45 -1.27 -7.22
C24 1.29 -2.27 -6.77
C25 1.43 -2.50 -5.41
C26 0.73 -1.72 -4.50
H30 0.98 -2.97 -2.73
H31 1.71 -1.36 -2.58
H32 -0.30 1.05 -3.69
H33 -1.85 0.39 -4.24
H34 -0.92 0.29 -6.67
H35 0.33 -1.10 -8.28
H36 1.83 -2.88 -7.47
H37 2.09 -3.29 -5.06
N8 0.46 -3.97 1.75
C27 -0.43 -3.68 0.80
O1 -0.52 -2.54 0.31
C28 -1.30 -4.78 0.29
I1 -3.23 -4.58 1.17
H38 1.05 -3.23 2.11
H39 0.56 -4.90 2.11
H40 -0.94 -5.77 0.55
H41 -1.43 -4.69 -0.78

These are the Mulliken partial charges, in e, on atoms 1 to 4:
1 W 0.6893
2 C -1.0920
3 N 0.0007
4 C -1.1436

***

2.
Molecular formula: C35H36N5O2S3Zr
Method: DFT, ωB97M-V with the def2-TZVPD basis set

The net charge is +1. The calculation puts the energy above the lowest of the compared OMol25 structures with the same formula, charge and spin at 99.9 kcal/mol. As for the gap between HOMO and LUMO: 7.32 eV. As for the highest occupied orbital energy: -10.16 eV. As for the lowest unoccupied orbital energy: -2.841 eV.

Positions of all 82 atoms, in Å:
Zr1 -1.30 1.10 1.24
C1 -2.62 -1.61 -0.11
N1 -2.14 -1.14 1.16
C2 -3.23 -1.29 2.16
C3 -0.97 -1.99 1.51
C4 0.23 -1.56 0.76
C5 1.23 -2.50 0.50
C6 2.39 -2.09 -0.14
C7 2.53 -0.75 -0.52
C8 1.53 0.16 -0.25
C9 0.33 -0.21 0.39
H1 -2.85 -2.68 -0.03
H2 -1.85 -1.46 -0.87
H3 -3.52 -1.09 -0.37
H4 -3.56 -2.33 2.24
H5 -4.09 -0.69 1.84
H6 -2.89 -0.96 3.13
H7 -1.22 -3.04 1.31
H8 -0.81 -1.89 2.59
H9 1.11 -3.53 0.79
H10 3.17 -2.80 -0.36
H11 3.44 -0.43 -1.02
H12 1.69 1.19 -0.57
C10 1.37 -3.38 -3.42
C11 1.36 -1.86 -3.65
C12 1.88 -1.56 -5.07
C13 2.31 -1.21 -2.64
C14 -0.07 -1.35 -3.50
C15 -1.10 -1.84 -4.34
C16 -2.42 -1.45 -4.23
C17 -2.73 -0.52 -3.23
S1 -4.26 0.13 -2.73
C18 -3.45 1.03 -1.52
N2 -2.15 0.89 -1.47
C19 -1.73 0.00 -2.42
C20 -0.40 -0.41 -2.55
C21 -4.05 1.84 -0.43
C22 -5.23 2.55 -0.43
C23 -5.48 3.43 0.63
C24 -4.53 3.63 1.63
C25 -3.34 2.88 1.59
C26 -3.15 1.97 0.60
H13 2.38 -3.77 -3.52
H14 0.74 -3.91 -4.14
H15 1.01 -3.62 -2.41
H16 2.90 -1.93 -5.18
H17 1.88 -0.48 -5.26
H18 1.27 -2.04 -5.84
H19 3.31 -1.61 -2.78
H20 2.01 -1.41 -1.61
H21 2.36 -0.13 -2.78
H22 -0.85 -2.58 -5.10
H23 -3.18 -1.86 -4.87
H24 0.33 0.00 -1.87
H25 -5.95 2.47 -1.25
H26 -6.40 3.99 0.64
H27 -4.70 4.36 2.40
H28 -2.49 3.08 2.34
N3 5.77 -0.18 3.75
C27 4.45 0.18 3.78
C28 4.08 1.45 4.23
C29 2.76 1.84 4.23
C30 1.78 0.95 3.76
C31 2.13 -0.32 3.32
C32 3.46 -0.70 3.33
S2 0.17 1.54 3.76
O1 -0.78 0.45 3.34
O2 -0.13 2.16 5.00
N4 -0.09 2.53 2.53
C33 0.59 3.00 1.44
S3 2.05 3.88 1.27
C34 1.74 3.99 -0.44
C35 0.57 3.39 -0.76
N5 -0.06 2.80 0.30
H29 6.44 0.37 4.24
H30 6.01 -1.15 3.61
H31 4.84 2.14 4.60
H32 2.48 2.81 4.62
H33 1.39 -1.00 2.98
H34 3.73 -1.69 2.99
H35 2.42 4.51 -1.09
H36 0.13 3.31 -1.74

These are the Mulliken partial charges, in e, on atoms 1 to 4:
1 Zr -1.1235
2 C -1.4428
3 N 0.2383
4 C -1.1275

***

3.
Molecular formula: CH4N6
Method: DFT, ωB97M-V with the def2-TZVPD basis set

The net charge is 0. Its SMILES is Nc1nnnn1N. The calculation puts the energy above the lowest of the compared OMol25 structures with the same formula, charge and spin at 40.3 kcal/mol. As for the gap between HOMO and LUMO: 10.04 eV. As for the highest occupied orbital energy: -9.48 eV. As for the lowest unoccupied orbital energy: 0.563 eV.

Positions of all 11 atoms, in Å:
C1 0.04 -0.34 -0.66
H1 1.04 -2.17 -0.94
H2 0.43 -1.09 -2.35
H3 1.44 -0.77 1.95
H4 -0.07 -1.06 2.56
N1 0.42 -1.39 -1.38
N2 -0.57 0.72 -1.17
N3 -0.59 1.65 -0.17
N4 -0.26 1.34 0.94
N5 0.07 -0.13 0.69
N6 0.48 -1.16 1.48

These are the natural (NBO) partial charges, in e, on atoms 1 to 4:
1 C 0.5123
2 H 0.4344
3 H 0.4256
4 H 0.3417

***

4.
Molecular formula: C4H7NOS2
Method: DFT, ωB97M-V with the def2-TZVPD basis set

The net charge is 0. The calculation puts the energy above the lowest of the compared OMol25 structures with the same formula, charge and spin at 46.7 kcal/mol. As for the gap between HOMO and LUMO: 9.42 eV. As for the highest occupied orbital energy: -8.69 eV. As for the lowest unoccupied orbital energy: 0.726 eV.

Positions of all 15 atoms, in Å:
C1 1.02 0.48 -0.11
C2 -0.47 0.51 0.02
C3 -0.92 -0.46 1.13
C4 -1.16 -0.22 -1.11
H1 3.53 -1.83 0.01
H2 1.47 1.40 -0.54
H3 -1.69 1.99 0.30
H4 -0.17 -0.78 1.83
H5 -1.71 -0.02 1.76
H6 -2.16 0.30 -1.45
H7 -0.62 -0.54 -2.00
N1 1.72 -0.51 0.22
O1 -0.75 1.87 0.09
S1 3.41 -0.51 -0.08
S2 -1.50 -1.69 -0.07

These are the natural (NBO) partial charges, in e, on atoms 1 to 4:
1 C 0.1085
2 C 0.1476
3 C -0.5238
4 C -0.5108

***

5.
Molecular formula: C6H16NO3S
Method: DFT, ωB97M-V with the def2-TZVPD basis set

The net charge is +1. The calculation puts the energy above the lowest of the compared OMol25 structures with the same formula, charge and spin at 0.0 kcal/mol. As for the gap between HOMO and LUMO: 9.25 eV. As for the highest occupied orbital energy: -12.33 eV. As for the lowest unoccupied orbital energy: -3.078 eV.

Positions of all 27 atoms, in Å:
O1 -4.07 4.71 -0.78
C1 -3.88 3.92 0.10
O2 -4.59 3.55 0.99
S1 -2.16 2.98 0.07
H1 -1.12 3.83 0.20
H2 -2.06 2.50 -1.18
C2 2.12 -0.21 -0.33
N1 1.23 -1.11 0.46
C3 1.58 -0.95 1.91
C4 1.46 -2.53 0.06
C5 -0.24 -0.73 0.31
C6 -0.79 -0.86 -1.10
O3 -0.09 0.00 -1.99
H3 3.14 -0.35 0.02
H4 2.08 -0.49 -1.38
H5 1.82 0.82 -0.18
H6 2.63 -1.23 2.04
H7 0.94 -1.60 2.50
H8 1.43 0.09 2.19
H9 1.26 -2.63 -1.00
H10 0.81 -3.17 0.64
H11 2.51 -2.77 0.25
H12 -0.32 0.30 0.66
H13 -0.79 -1.38 0.98
H14 -1.84 -0.56 -1.10
H15 -0.73 -1.89 -1.46
H16 -0.32 -0.24 -2.89

These are the natural (NBO) partial charges, in e, on atoms 1 to 4:
1 O -0.5833
2 C 0.7277
3 O -0.5832
4 S 0.0567

***

6.
Molecular formula: C15H35InN5O5
Method: DFT, ωB97M-V with the def2-TZVPD basis set

The net charge is +3. The calculation puts the energy above the lowest of the compared OMol25 structures with the same formula, charge and spin at 94.6 kcal/mol. As for the gap between HOMO and LUMO: 1.59 eV. As for the highest occupied orbital energy: -15.93 eV. As for the lowest unoccupied orbital energy: -14.345 eV.

Positions of all 61 atoms, in Å:
In1 0.08 1.93 -0.14
C1 6.81 -0.06 -1.16
C2 5.79 0.48 -0.15
O1 4.64 0.65 -0.50
N1 6.06 0.57 1.12
C3 7.43 0.59 1.59
H1 7.64 0.64 -1.11
H2 6.37 -0.12 -2.15
H3 7.20 -1.03 -0.82
H4 5.35 1.04 1.66
H5 7.93 -0.34 1.34
H6 7.45 0.53 2.68
H7 7.94 1.49 1.25
C4 -5.45 0.96 -3.54
C5 -4.07 1.31 -4.16
O2 -3.09 1.16 -3.48
N2 -3.90 1.85 -5.36
C6 -5.02 2.14 -6.30
H8 -5.71 -0.05 -3.83
H9 -6.18 1.74 -3.78
H10 -5.48 1.02 -2.46
H11 -2.96 2.00 -5.70
H12 -4.69 2.76 -7.13
H13 -5.77 2.76 -5.81
H14 -5.55 1.24 -6.62
C7 2.26 -3.35 -2.17
C8 0.84 -3.04 -2.60
O3 0.22 -2.16 -2.01
N3 0.32 -3.74 -3.57
C9 -1.09 -3.51 -4.01
H15 2.66 -4.35 -2.35
H16 2.36 -3.17 -1.10
H17 2.90 -2.66 -2.71
H18 0.85 -4.51 -3.95
H19 -1.20 -2.86 -4.88
H20 -1.69 -3.02 -3.24
H21 -1.50 -4.49 -4.23
C10 3.79 3.71 5.01
C11 2.75 2.66 4.80
O4 2.52 2.27 3.65
N4 2.12 2.26 5.95
C12 0.99 1.29 5.92
H22 4.55 3.14 5.53
H23 3.35 4.49 5.65
H24 4.09 4.01 4.01
H25 2.27 2.83 6.76
H26 0.59 1.08 4.93
H27 0.17 1.60 6.56
H28 1.43 0.44 6.44
C13 -4.73 0.12 3.55
C14 -4.39 -0.73 2.36
O5 -3.39 -0.43 1.66
N5 -5.23 -1.68 2.00
C15 -5.06 -2.56 0.88
H29 -5.15 1.04 3.15
H30 -3.83 0.49 4.05
H31 -5.41 -0.33 4.27
H32 -6.06 -1.78 2.56
H33 -5.18 -3.61 1.13
H34 -4.10 -2.41 0.39
H35 -5.87 -2.30 0.19

These are the natural (NBO) partial charges, in e, on atoms 1 to 4:
1 In 0.9933
2 C -0.6895
3 C 0.6678
4 O -0.4784

***

7.
Molecular formula: C12H26N4O4P
Method: DFT, ωB97M-V with the def2-TZVPD basis set

The net charge is +1. Its SMILES is CCON(CCN(CC)C(C)=O)/C(N)=[N+](\C[C@H]1CO1)[PH2]=O. As for the gap between HOMO and LUMO: 9.02 eV. As for the highest occupied orbital energy: -12.67 eV. As for the lowest unoccupied orbital energy: -3.651 eV.

Positions of all 47 atoms, in Å:
C1 2.58 -3.92 -0.76
C2 1.75 -2.70 -1.14
O1 1.01 -2.24 0.03
N1 0.84 -0.89 0.01
C3 -0.17 -0.36 -0.92
C4 -1.34 0.33 -0.20
N2 -2.63 -0.26 -0.58
C5 -3.70 0.64 -0.06
C6 -4.03 1.78 -1.01
C7 -2.72 -1.57 -0.07
C8 -3.93 -2.38 -0.45
O2 -1.83 -2.06 0.60
C9 1.55 -0.16 0.81
N3 2.41 -0.77 1.74
N4 1.48 1.21 0.84
C10 1.75 1.98 -0.39
C11 2.77 3.09 -0.17
C12 3.63 3.03 1.03
O3 4.09 2.74 -0.33
P1 0.65 1.98 2.10
O4 -0.43 2.84 1.59
H1 2.17 -4.81 -1.21
H2 2.65 -4.05 0.32
H3 3.58 -3.79 -1.17
H4 2.41 -1.90 -1.48
H5 1.06 -2.92 -1.95
H6 0.28 0.31 -1.65
H7 -0.55 -1.20 -1.47
H8 -1.36 1.38 -0.47
H9 -1.23 0.19 0.88
H10 -4.60 0.07 0.14
H11 -3.38 1.06 0.89
H12 -5.03 2.13 -0.77
H13 -3.37 2.63 -0.89
H14 -4.05 1.46 -2.05
H15 -4.86 -1.83 -0.36
H16 -3.98 -3.22 0.23
H17 -3.82 -2.72 -1.48
H18 3.28 -1.05 1.30
H19 1.98 -1.60 2.14
H20 2.18 1.31 -1.13
H21 0.84 2.47 -0.72
H22 2.47 4.08 -0.49
H23 4.05 3.96 1.38
H24 3.81 2.09 1.53
H25 1.53 2.71 2.91
H26 0.17 0.92 2.89

These are the natural (NBO) partial charges, in e, on atoms 1 to 4:
1 C -0.6421
2 C -0.0833
3 O -0.3211
4 N 0.0000

***

8.
Molecular formula: C34H43CeN4O
Method: DFT, ωB97M-V with the def2-TZVPD basis set

The net charge is +1. The calculation puts the energy above the lowest of the compared OMol25 structures with the same formula, charge and spin at 2.7 kcal/mol. As for the gap between HOMO and LUMO (alpha / beta): 5.99 / 5.99 eV. As for the highest occupied orbital energy (alpha / beta): -10.27 / -10.27 eV. As for the lowest unoccupied orbital energy (alpha / beta): -4.278 / -4.276 eV.

Positions of all 83 atoms, in Å:
Ce1 0.72 0.28 0.36
C1 4.28 1.30 2.10
C2 3.01 2.00 2.59
C3 2.38 2.93 1.53
N1 1.03 2.53 1.16
C4 -0.03 3.15 1.67
C5 0.03 4.08 2.73
C6 -0.90 4.99 3.21
C7 -2.14 5.33 2.72
C8 -2.80 4.69 1.67
C9 -2.46 3.52 1.02
C10 -1.34 2.68 1.15
N2 -1.34 1.43 0.72
C11 -2.59 0.79 0.35
C12 -2.41 -0.73 0.27
C13 -1.95 -1.38 1.58
N3 -0.51 -1.23 1.76
C14 0.09 -1.79 2.82
C15 -0.60 -2.63 3.71
C16 -0.21 -3.24 4.89
C17 0.93 -3.08 5.64
C18 2.00 -2.27 5.30
C19 2.26 -1.62 4.11
C20 1.55 -1.54 2.90
N4 2.10 -1.13 1.75
C21 3.55 -1.11 1.56
C22 4.06 0.23 1.02
H1 4.79 0.84 2.95
H2 4.96 2.07 1.71
H3 3.24 2.57 3.49
H4 2.27 1.24 2.90
H5 2.98 2.90 0.62
H6 2.41 3.97 1.88
H7 0.97 4.08 3.26
H8 -0.57 5.55 4.07
H9 -2.65 6.16 3.18
H10 -3.74 5.14 1.37
H11 -3.19 3.18 0.30
H12 -2.93 1.15 -0.63
H13 -3.38 1.03 1.08
H14 -1.69 -0.97 -0.52
H15 -3.36 -1.17 -0.02
H16 -2.22 -2.44 1.53
H17 -2.49 -0.94 2.43
H18 -1.61 -2.87 3.41
H19 -0.96 -3.91 5.32
H20 0.99 -3.60 6.59
H21 2.77 -2.16 6.06
H22 3.21 -1.10 4.10
H23 3.77 -1.88 0.82
H24 4.12 -1.37 2.45
H25 3.36 0.60 0.25
H26 5.01 0.05 0.52
C23 -0.57 2.50 -2.49
C24 0.75 2.47 -3.28
C25 1.91 3.06 -2.47
C26 1.04 1.08 -3.82
C27 1.01 0.89 -5.20
C28 1.31 -0.33 -5.77
C29 1.64 -1.39 -4.95
C30 1.67 -1.26 -3.57
C31 2.13 -2.44 -2.73
C32 1.11 -2.90 -1.68
C33 3.50 -2.16 -2.10
C34 1.34 -0.02 -2.99
O1 1.33 0.10 -1.65
H27 -0.74 3.50 -2.07
H28 -0.53 1.78 -1.67
H29 -1.41 2.24 -3.13
H30 0.62 3.12 -4.15
H31 2.09 2.47 -1.57
H32 1.68 4.08 -2.17
H33 2.83 3.06 -3.06
H34 0.77 1.74 -5.83
H35 1.29 -0.45 -6.85
H36 1.90 -2.35 -5.39
H37 2.26 -3.28 -3.42
H38 1.02 -2.18 -0.86
H39 1.44 -3.85 -1.24
H40 0.13 -3.05 -2.12
H41 3.44 -1.28 -1.46
H42 4.25 -1.98 -2.87
H43 3.82 -3.02 -1.50

These are the Mulliken partial charges, in e, on atoms 1 to 4:
1 Ce -1.2736
2 C -1.6538
3 C -0.1106
4 C -1.4744

***

9.
Molecular formula: C3H3N3O
Method: DFT, ωB97M-V with the def2-TZVPD basis set

The net charge is 0. Its SMILES is O=Cn1ccnn1. The calculation puts the energy above the lowest of the compared OMol25 structures with the same formula, charge and spin at 77.1 kcal/mol. As for the gap between HOMO and LUMO: 10.16 eV. As for the highest occupied orbital energy: -10.36 eV. As for the lowest unoccupied orbital energy: -0.198 eV.

Positions of all 10 atoms, in Å:
C1 -0.45 -1.54 0.81
C2 0.49 0.15 -0.93
C3 0.31 1.53 -0.78
H1 -1.06 -1.36 1.70
H2 0.61 -0.64 -1.54
H3 0.85 2.35 -1.32
N1 0.15 -0.31 0.38
N2 -0.15 1.76 0.55
N3 -0.19 0.54 1.13
O1 -0.54 -2.49 0.02

These are the natural (NBO) partial charges, in e, on atoms 1 to 4:
1 C 0.5382
2 C -0.1289
3 C -0.0946
4 H 0.1802

***

10.
Molecular formula: C14H35BCuNO12V2
Method: DFT, ωB97M-V with the def2-TZVPD basis set

The net charge is 0. Its multiplicity is 3. The calculation puts the energy above the lowest of the compared OMol25 structures with the same formula, charge and spin at 127.4 kcal/mol. As for the gap between HOMO and LUMO (alpha / beta): 7.36 / 7.63 eV. As for the highest occupied orbital energy (alpha / beta): -9.19 / -9.28 eV. As for the lowest unoccupied orbital energy (alpha / beta): -1.830 / -1.659 eV.

Positions of all 66 atoms, in Å:
O1 -0.21 -3.02 -3.38
V1 0.93 -1.88 -3.50
O2 3.82 -2.58 0.12
V2 3.47 -1.55 -1.02
Cu1 -0.29 1.51 -2.00
C1 3.55 -2.62 -3.52
O3 4.21 -3.05 -2.53
O4 2.60 -3.21 -3.97
O5 3.17 -1.48 -3.26
C2 0.74 -1.11 -0.91
O6 0.04 -0.74 -1.84
O7 1.60 -0.37 -0.47
O8 1.29 -2.14 -1.22
B1 -0.02 -0.76 -5.27
H1 -0.03 -0.11 -6.13
H2 0.65 -1.58 -5.49
H3 0.47 -0.18 -4.50
H4 -1.02 -1.09 -5.04
C3 2.59 5.12 2.13
O9 2.67 4.18 1.08
C4 2.16 2.90 1.36
C5 0.65 2.95 0.96
N1 0.50 3.26 -0.49
C6 -0.66 4.16 -0.64
C7 -2.08 3.59 -0.25
O10 -2.17 2.17 -0.68
C8 -3.36 1.52 -0.24
H5 3.37 4.97 2.88
H6 1.59 5.07 2.55
H7 2.82 6.13 1.80
H8 2.25 2.51 2.37
H9 2.64 2.18 0.68
H10 0.25 3.64 1.70
H11 0.18 1.98 1.14
H12 1.32 3.78 -0.77
H13 -0.62 4.39 -1.70
H14 -0.51 5.12 -0.14
H15 -2.96 4.12 -0.60
H16 -2.16 3.59 0.84
H17 -3.35 0.48 -0.58
H18 -4.28 1.99 -0.60
H19 -3.30 1.53 0.85
C9 1.98 -0.36 3.18
C10 0.56 -0.44 3.67
C11 -0.21 -1.74 3.35
O11 0.46 -0.21 5.06
H20 2.42 -1.34 3.31
H21 2.57 0.41 3.69
H22 2.07 -0.09 2.12
H23 0.13 0.52 3.39
H24 -1.21 -1.80 3.79
H25 0.31 -2.60 3.77
H26 -0.31 -1.86 2.28
H27 0.80 -1.04 5.42
C12 -2.84 -2.58 0.31
C13 -2.84 -3.67 -0.76
C14 -1.94 -4.85 -0.47
O12 -4.16 -4.09 -0.82
H28 -2.88 -2.87 1.36
H29 -3.55 -1.77 0.18
H30 -1.85 -2.16 0.19
H31 -2.56 -3.19 -1.70
H32 -2.07 -5.36 0.48
H33 -0.92 -4.48 -0.33
H34 -1.95 -5.63 -1.24
H35 -4.53 -4.14 0.06

These are the natural (NBO) partial charges, in e, on atoms 1 to 4:
1 O -0.4176
2 V 1.4437
3 O -0.4189
4 V 1.6389